1.
62
Properties=species:S:1:pos:R:3:forces:R:3 method="wB97M-V/def2-TZVPD" molar_mass_g_mol=678.726 homo_lumo_gap_ha="0.2647 / 0.2755" e_above_lowest_ev=1.406 homo_ev="-7.958 / -7.959" energy_ha=-4203.72848 largest_force_ha_per_bohr=0.051 spin_multiplicity=3
V 0.532721 -0.041347 0.009208 1.9 -0.7 1.4
S 1.959489 -1.641496 -0.575409 0.5 -0.5 -0.5
C 2.952746 -1.766711 0.855891 -0.2 -0.1 0.2
C 4.229038 -2.316321 0.785926 0.0 0.0 0.1
C 4.960234 -2.547468 1.942205 -0.3 0.1 0.1
C 6.281150 -3.081558 1.851406 0.3 -0.1 -0.1
N 7.350463 -3.493111 1.756694 -0.1 0.0 0.0
C 4.393439 -2.247531 3.197652 -0.1 0.0 -0.3
C 3.138662 -1.663859 3.264754 0.0 0.0 0.0
C 2.419706 -1.387463 2.103534 0.2 0.0 -0.2
S 0.853764 -0.641083 2.180815 -0.2 -0.1 1.1
C 5.110540 -2.550116 4.395832 0.2 0.0 0.3
N 5.688010 -2.795331 5.359136 -0.1 0.0 0.0
H 4.649562 -2.575857 -0.176023 0.0 0.0 0.0
H 2.702045 -1.426251 4.225154 0.0 0.0 0.0
N 0.311948 4.741013 -6.946929 0.0 0.0 0.0
C -0.003253 3.968390 -5.854061 -0.1 -0.1 0.1
C -0.774475 4.489202 -4.808411 0.0 0.1 -0.1
C -1.121382 3.701736 -3.728552 -0.1 -0.1 0.1
C -0.704908 2.382379 -3.686206 0.1 -0.3 0.3
C 0.048028 1.840846 -4.726413 0.0 0.1 0.0
C 0.395548 2.624270 -5.803048 0.0 0.0 0.0
S -0.995970 1.271839 -2.342988 -0.2 0.4 -0.3
O -1.549944 0.074817 -2.902800 0.2 -0.1 -0.2
O -1.711228 1.895819 -1.250447 -0.1 0.3 -0.3
N 0.515877 0.912180 -1.793358 -0.7 -0.1 -0.9
C 1.115020 1.877285 -1.064931 0.4 1.9 -0.8
S 1.019501 3.610467 -1.302433 0.4 -0.2 0.3
C 2.031691 3.812240 0.093240 -0.1 -0.1 -0.2
C 2.346677 2.622849 0.639499 0.2 0.2 0.2
N 1.828064 1.528704 -0.013544 0.0 0.4 -0.3
H 0.244191 5.738845 -6.852260 0.0 0.0 0.0
H 1.056174 4.416291 -7.538541 0.0 0.1 0.0
H -1.096156 5.522557 -4.849523 0.0 0.0 0.0
H -1.714571 4.103608 -2.916892 0.0 0.0 0.0
H 0.341733 0.801224 -4.665103 0.1 0.0 -0.1
H 0.978145 2.207061 -6.614948 0.0 0.0 0.0
H 2.319165 4.799565 0.411680 0.1 0.0 0.1
H 2.970274 2.478069 1.507797 -0.1 -0.1 0.0
C -2.791831 -2.273996 -1.262963 -0.1 0.0 0.0
C -1.491021 -1.863803 -1.066791 0.1 -0.1 0.1
N -1.162773 -0.951746 -0.140284 -2.3 -1.0 -0.7
C -2.127432 -0.480247 0.649115 -0.4 -0.3 0.4
C -3.437398 -0.932249 0.603069 0.2 -0.1 0.3
C -3.786038 -1.797314 -0.425521 0.2 -0.1 0.0
C -4.370335 -0.557389 1.689031 0.1 -0.1 0.4
C -4.230509 -0.889195 2.983157 0.0 0.0 -0.5
C -3.264275 -1.820504 3.619334 0.1 -0.1 0.1
C -2.986603 -1.689998 4.978070 0.0 0.1 -0.1
C -2.098937 -2.593299 5.539680 -0.1 0.1 0.1
N -1.529322 -3.561323 4.836563 0.1 -0.2 0.0
C -1.873126 -3.623433 3.556200 -0.1 0.1 -0.1
N -2.717088 -2.823723 2.920810 -0.1 0.4 -0.4
H -3.020690 -2.958904 -2.066165 0.0 0.0 0.0
H -0.676907 -2.248722 -1.663841 0.0 0.0 0.0
H -1.837560 0.250056 1.399454 0.0 0.0 0.0
H -4.808261 -2.136344 -0.531205 0.0 0.0 0.0
H -5.226261 0.041128 1.399462 0.0 0.1 0.1
H -4.930096 -0.462275 3.692618 -0.1 0.0 -0.1
H -3.445660 -0.909434 5.569331 0.0 0.0 0.0
H -1.835212 -2.550154 6.590781 0.0 0.1 0.0
H -1.424357 -4.412902 2.962495 0.0 0.0 0.1

***

2.
65
Properties=species:S:1:pos:R:3:forces:R:3 method="wB97M-V/def2-TZVPD" molar_mass_g_mol=900.444 homo_lumo_gap_ha=0.2211 e_above_lowest_ev=0.165 charge=-2 homo_ev=-2.317 energy_ha=-5640.57292 largest_force_ha_per_bohr=0.008
Sr 0.459229 0.767361 -0.253504 0.3 0.1 0.1
C -2.001776 -2.745711 2.393957 0.0 0.0 0.0
C -1.418294 -1.904975 1.293795 -0.1 0.0 0.0
N -0.348120 -1.209115 1.428229 0.2 0.2 -0.2
N 0.278137 -1.142252 2.618747 -0.1 -0.3 0.1
C 1.487648 -0.565498 2.499491 -0.3 0.0 0.0
O 2.095175 -0.323343 1.434923 0.0 0.0 0.1
C 2.113503 -0.164696 3.804110 0.2 0.3 -0.2
C 3.026119 0.893527 3.763786 0.0 -0.4 0.1
C 3.598115 1.350722 4.941117 0.0 0.0 0.0
C 3.269853 0.759030 6.153953 0.0 0.0 0.0
C 2.356838 -0.288596 6.193167 0.0 0.0 0.0
C 1.770085 -0.741193 5.021178 0.0 0.0 -0.1
C -2.087390 -1.848410 -0.025538 0.0 0.0 0.0
C -3.131963 -2.727477 -0.330983 0.0 0.0 0.0
C -3.743554 -2.656599 -1.570840 0.0 0.0 0.0
C -3.318811 -1.707216 -2.484267 0.0 0.0 0.0
C -2.283144 -0.864990 -2.102849 0.0 0.0 0.0
N -1.682977 -0.933536 -0.923656 0.1 0.0 0.2
H -1.464390 -2.520630 3.311855 0.0 0.0 0.0
H -1.903299 -3.816003 2.183645 0.0 0.0 0.0
H -3.065062 -2.535544 2.537456 0.0 0.0 0.0
H 3.267886 1.331830 2.806701 -0.1 0.1 0.0
H 4.283598 2.188510 4.909443 0.0 0.0 0.0
H 3.715666 1.123950 7.073049 0.0 0.0 0.0
H 2.090743 -0.742035 7.141819 0.0 0.0 0.0
H 1.034717 -1.534769 5.031773 0.0 0.0 0.0
H -3.451782 -3.461930 0.394716 0.0 0.0 0.0
H -4.547727 -3.340416 -1.817993 0.0 0.0 0.0
H -3.767936 -1.610152 -3.463179 0.0 0.0 0.0
H -1.917974 -0.088446 -2.768423 0.0 0.0 0.0
O 0.175284 4.676319 1.056406 0.0 0.1 0.0
S 0.847689 3.407116 1.380776 0.2 -0.1 -0.1
O 1.695450 3.538773 2.562342 0.1 0.0 0.0
O -0.170981 2.314170 1.574803 -0.2 0.0 0.1
O 1.659035 2.935072 0.188119 -0.1 0.1 0.0
O -1.760974 6.699038 -0.691849 -0.1 0.0 0.0
C -1.647532 5.365272 -0.967109 0.0 0.0 0.0
C -0.625288 4.872401 -1.762025 0.0 0.1 0.0
C -0.478282 3.508707 -1.862877 -0.1 -0.1 0.0
N -1.300869 2.642612 -1.255369 -0.1 0.0 -0.2
C -2.301355 3.151396 -0.574307 0.0 -0.1 0.0
Br -3.450269 1.896107 0.295829 0.0 0.1 0.0
C -2.563952 4.494535 -0.407188 0.0 0.0 0.0
H -0.868016 7.020909 -0.525054 0.1 0.0 0.0
H 0.104929 5.536432 -2.205097 0.0 0.0 0.0
H 0.340485 3.072003 -2.420733 0.0 0.0 0.0
H -3.351357 4.850734 0.237893 0.0 0.0 0.0
Cl 0.899352 -4.487202 -5.688926 0.0 0.0 0.0
C 0.823343 -2.961270 -4.823748 0.0 0.0 0.1
C 0.350150 -1.850893 -5.461067 0.0 0.0 0.0
C 0.273434 -0.617787 -4.801888 0.0 0.0 0.0
I -0.525831 1.033543 -5.793700 0.0 0.0 0.0
C 0.677716 -0.426800 -3.468203 0.0 -0.1 0.1
O 0.611888 0.653976 -2.828491 -0.1 0.1 -0.2
C 1.168997 -1.648620 -2.811090 -0.1 0.1 0.0
N 1.509393 -1.496481 -1.514473 0.0 -0.1 0.1
C 1.921356 -2.533431 -0.824930 0.0 0.0 0.0
C 2.029514 -3.815607 -1.393821 0.0 0.0 0.0
C 1.690071 -3.995210 -2.706636 0.0 0.0 0.0
C 1.236881 -2.897233 -3.467681 0.0 0.0 -0.1
H 0.023674 -1.926955 -6.490059 0.0 0.0 0.0
H 2.167751 -2.336799 0.213148 0.0 0.0 0.0
H 2.370160 -4.645421 -0.787776 0.0 0.0 0.0
H 1.755038 -4.970805 -3.170895 0.0 0.0 0.0

***

3.
61
Properties=species:S:1:pos:R:3:forces:R:3 method="wB97M-V/def2-TZVPD" molar_mass_g_mol=670.465 homo_lumo_gap_ha="0.2571 / 0.2581" e_above_lowest_ev=0.000 homo_ev="-7.209 / -7.347" energy_ha=-5745.68368 largest_force_ha_per_bohr=0.009 spin_multiplicity=5
Cr -0.495585 -1.727649 0.083148 -0.1 0.1 0.4
C 1.290464 5.651628 -5.866578 0.0 0.0 0.0
O 1.115178 6.604390 -4.835144 0.0 0.0 0.0
C 1.376677 6.209196 -3.561670 0.0 0.0 0.0
C 1.896180 4.963500 -3.220039 0.0 0.0 0.0
C 2.105408 4.643092 -1.886655 0.1 0.1 0.0
C 1.812348 5.562048 -0.888523 -0.2 0.1 -0.1
C 1.363134 6.832327 -1.244366 0.0 -0.1 0.0
C 1.120604 7.148795 -2.564931 0.0 0.0 0.0
N 2.093527 5.359645 0.497845 0.4 -0.2 0.1
N 1.880273 4.291217 1.089838 -0.2 0.3 0.2
C 1.089577 3.235965 0.561459 0.0 -0.2 -0.2
C -0.075507 3.399422 -0.159237 0.0 0.0 0.1
C -0.855228 2.315696 -0.571927 -0.1 -0.1 0.0
C -0.486035 1.010555 -0.278470 -0.1 0.1 -0.1
O -1.146296 -0.047080 -0.669301 -0.1 0.0 0.1
C 0.694503 0.836124 0.512203 0.1 0.1 0.1
N 1.019873 -0.453841 0.815941 -0.1 -0.2 -0.1
C 2.097643 -0.705642 1.524334 -0.1 0.0 0.0
C 2.922892 0.321769 2.009615 0.0 0.1 0.0
C 2.610376 1.624385 1.729907 0.0 0.0 0.0
C 1.470833 1.924496 0.950082 0.0 0.0 -0.1
H 0.952311 6.131148 -6.780677 0.0 0.0 0.0
H 0.691889 4.755446 -5.684751 0.0 0.0 0.0
H 2.341224 5.370207 -5.974523 0.0 0.0 0.0
H 2.144534 4.236929 -3.979724 0.0 0.0 0.0
H 2.515608 3.673868 -1.636377 0.0 0.0 0.0
H 1.196504 7.560484 -0.461107 0.0 0.0 0.0
H 0.748918 8.123382 -2.851266 0.0 0.0 0.0
H -0.413590 4.396783 -0.407034 0.0 0.0 0.0
H -1.762241 2.481329 -1.137941 0.0 0.0 0.0
H 2.310619 -1.748699 1.727392 0.0 0.0 0.0
H 3.792309 0.067665 2.599009 0.0 0.0 0.0
H 3.216621 2.439870 2.100763 0.0 0.0 0.0
Br -1.610399 -1.765828 5.994832 0.0 0.0 0.0
C -2.327426 -1.683542 4.255432 0.0 0.0 0.0
C -3.690946 -1.564454 4.055886 0.0 0.0 0.0
C -4.162337 -1.510693 2.754177 0.0 0.0 0.0
C -3.253987 -1.568395 1.712342 0.0 0.1 0.0
N -1.940680 -1.679282 1.916158 0.0 -0.1 -0.1
C -1.478876 -1.745091 3.162961 0.0 0.0 0.0
H -4.365375 -1.513655 4.899682 0.0 0.0 0.0
H -5.219925 -1.423080 2.549833 0.0 0.0 0.0
H -3.575501 -1.518143 0.679412 0.0 0.0 0.0
H -0.411106 -1.870220 3.291109 0.0 0.0 0.0
O 0.284432 -4.436004 2.705087 0.0 0.0 0.0
C 0.078605 -4.617048 1.523869 0.1 0.0 0.1
N 0.245393 -3.680214 0.535039 0.1 0.2 -0.2
S -0.378750 -4.175302 -0.869496 0.2 -0.3 -0.1
O -1.647394 -3.429939 -0.966606 0.2 0.2 -0.2
O 0.509084 -4.022804 -1.983011 0.0 -0.2 0.0
C -0.644452 -5.851368 -0.416044 -0.3 0.1 0.2
C -1.102154 -6.919925 -1.158313 0.1 0.0 0.0
C -1.303045 -8.114476 -0.476794 0.0 0.0 0.0
C -1.061403 -8.208758 0.891844 0.0 0.0 0.0
C -0.600666 -7.117461 1.618346 0.0 0.0 0.0
C -0.392000 -5.930161 0.943466 0.0 0.0 -0.1
H -1.287209 -6.834613 -2.220176 0.0 0.0 0.0
H -1.657560 -8.982655 -1.016180 0.0 0.0 0.0
H -1.238520 -9.149952 1.395518 0.0 0.0 0.0
H -0.403350 -7.175383 2.680331 0.0 0.0 0.0

***

4.
63
Properties=species:S:1:pos:R:3:forces:R:3 method="wB97M-V/def2-TZVPD" molar_mass_g_mol=834.484 homo_lumo_gap_ha="0.1185 / 0.1176" e_above_lowest_ev=1.082 charge=-2 homo_ev="-0.546 / -0.522" energy_ha=-5457.99145 largest_force_ha_per_bohr=0.005 spin_multiplicity=2
Fe -1.214929 -0.019160 0.269273 0.2 0.2 0.0
O -4.165850 2.598297 -0.681285 0.0 0.0 0.0
C -3.092621 2.107024 -0.355471 0.0 0.1 0.0
O -2.638177 0.962422 -0.710651 0.0 -0.1 0.1
C -2.100720 3.008073 0.419120 0.0 0.0 -0.1
C -0.730588 2.909485 -0.262203 0.0 0.0 0.0
C 0.175750 4.080350 0.118411 0.0 0.0 0.0
C 0.541245 3.723104 1.579297 0.0 0.0 0.0
C -0.220478 2.410918 1.770117 0.0 0.0 0.0
O -0.121605 1.807736 0.456533 0.1 0.0 0.0
C -1.730578 2.647062 1.894367 0.0 0.0 0.0
C -2.355248 1.396625 2.553602 0.0 0.0 0.0
O -3.043979 1.571506 3.551997 0.0 0.0 0.0
O -1.981197 0.268121 2.077774 0.0 0.0 -0.1
H -2.500805 4.019635 0.364234 0.0 0.0 0.0
H -0.768700 2.668195 -1.321278 0.0 0.0 0.0
H 1.060188 4.112421 -0.519219 0.0 0.0 0.0
H -0.349822 5.030711 0.027398 0.0 0.0 0.0
H 1.614914 3.571917 1.698602 0.0 0.0 0.0
H 0.216895 4.474208 2.299167 0.0 0.0 0.0
H 0.195828 1.731870 2.510169 0.0 0.0 0.0
H -1.948625 3.480569 2.560482 0.0 0.0 0.0
S 0.773791 -1.749082 5.331281 0.0 0.0 0.0
C 1.704604 -2.405672 6.600618 0.0 0.0 0.0
C 2.896467 -2.893662 6.157212 0.0 0.0 0.0
C 3.057348 -2.727834 4.759585 0.0 0.0 0.0
C 1.985731 -2.117270 4.163939 0.0 0.0 0.1
C 1.805021 -1.781543 2.745726 0.0 0.0 0.0
C 0.589351 -1.217633 2.304747 0.0 0.0 -0.1
N 0.384458 -0.881439 1.050183 -0.1 0.0 0.1
C 1.353468 -1.112275 0.143268 0.1 -0.1 0.0
C 2.587653 -1.675530 0.467304 -0.1 0.0 0.0
C 3.531052 -1.887163 -0.598093 0.0 0.0 0.0
C 3.230825 -1.567859 -1.878751 0.0 0.0 0.0
C 1.955137 -1.003354 -2.230451 -0.1 0.0 0.1
C 1.550366 -0.667140 -3.528621 0.0 0.0 0.0
C 0.282790 -0.160429 -3.749486 0.0 0.0 0.0
C -0.572367 0.008041 -2.640070 0.0 -0.1 0.1
N -0.197351 -0.278972 -1.413391 -0.1 0.1 0.0
C 1.036373 -0.778288 -1.205285 0.0 0.0 -0.1
C -0.181787 0.198856 -5.095460 0.0 0.0 -0.1
C 0.467230 0.027349 -6.289078 0.0 0.0 0.0
C -0.277098 0.496245 -7.399534 0.0 0.0 0.0
C -1.480039 1.017894 -7.031142 0.0 0.0 0.0
S -1.717521 0.938743 -5.343807 0.0 0.0 0.0
C 2.802147 -2.000667 1.812912 0.0 0.0 0.0
H 1.320124 -2.408151 7.607305 0.0 0.0 0.0
H 3.629100 -3.358788 6.800894 0.0 0.0 0.0
H 3.930083 -3.060536 4.216584 0.0 0.0 0.0
H -0.257303 -1.026425 2.958702 0.0 0.0 0.0
H 4.490665 -2.328987 -0.356382 0.0 0.0 0.0
H 3.948881 -1.751080 -2.669521 0.0 0.0 0.0
H 2.236735 -0.819260 -4.352713 0.0 0.0 0.0
H -1.591748 0.376296 -2.717764 0.0 0.0 0.0
H 1.441231 -0.431987 -6.375782 0.0 0.0 0.0
H 0.063122 0.442573 -8.423625 0.0 0.0 0.0
H -2.244947 1.434157 -7.665868 0.0 0.0 0.0
H 3.750104 -2.433997 2.107710 0.0 0.0 0.0
S -5.904822 -5.042907 -1.583275 -0.1 -0.1 0.0
Sb -4.761761 -4.928539 0.408238 0.1 0.0 0.0
S -2.162268 -2.095291 0.027049 -0.2 0.1 0.1
S -4.103374 -1.997813 0.381048 0.2 0.0 0.0
S -6.192371 -4.911669 2.203359 -0.1 0.0 0.0